{
  "formula": "C16H40ClO8",
  "method": "wB97M-V/def2-TZVPD",
  "e_tot_ev": -46126.24074,
  "multiplicity": 1,
  "de_lowest_kcal_mol": 279.9,
  "charge": -1,
  "e_lumo_ha": 0.1050,
  "orbital_gap_ev": 5.634,
  "species": ["Cl", "C", "O", "C", "C", "O", "C", "H", "H", "H", "H", "H", "H", "H", "H", "H", "H", "C", "O", "C", "C", "O", "C", "H", "H", "H", "H", "H", "H", "H", "H", "H", "H", "C", "O", "C", "C", "O", "C", "H", "H", "H", "H", "H", "H", "H", "H", "H", "H", "C", "O", "C", "C", "O", "C", "H", "H", "H", "H", "H", "H", "H", "H", "H", "H"],
  "xyz": [[-183.7207, -83.4487, 125.0662], [-177.6501, -81.8840, 130.1549], [-178.6520, -82.0027, 129.2237], [-179.7427, -81.1258, 129.4795], [-180.7779, -81.4001, 128.5394], [-180.3158, -81.4154, 127.3248], [-181.1684, -81.6583, 126.2376], [-177.3318, -80.6763, 130.3292], [-176.7788, -82.4936, 129.7914], [-178.0657, -82.1594, 131.0463], [-179.3583, -80.1293, 129.3358], [-180.1658, -81.2895, 130.3360], [-181.2260, -80.5070, 128.5824], [-181.2075, -82.2343, 128.8170], [-180.9759, -81.4466, 125.3211], [-182.0993, -81.1184, 126.3279], [-181.4371, -82.7401, 126.3100], [-186.6050, -81.5883, 125.3217], [-187.6239, -81.1666, 124.3831], [-188.7395, -82.0788, 124.4027], [-189.6443, -81.5977, 123.6328], [-189.2773, -81.9764, 122.2997], [-190.2487, -81.3909, 121.4068], [-186.9223, -81.5824, 126.3007], [-185.7859, -80.9521, 125.1340], [-186.1897, -82.6389, 124.9305], [-189.2304, -82.0223, 125.4399], [-188.2281, -83.0528, 124.2159], [-189.8918, -80.5552, 123.7982], [-190.6566, -81.9664, 123.9116], [-189.8260, -81.4383, 120.3915], [-190.2234, -80.2114, 121.4411], [-191.0215, -81.8845, 121.4168], [-182.2739, -84.0679, 123.3976], [-181.5394, -84.9539, 124.2688], [-181.4106, -86.2389, 123.5848], [-180.7054, -87.0838, 124.3939], [-180.3509, -88.2756, 123.6673], [-179.3885, -89.1054, 124.2927], [-181.9348, -83.9806, 122.3309], [-182.1644, -83.0540, 124.0121], [-183.1987, -84.4330, 123.3615], [-180.8242, -86.1368, 122.5226], [-182.3839, -86.7196, 123.2769], [-181.2764, -87.2837, 125.2568], [-179.8110, -86.4296, 124.8452], [-179.6072, -89.0691, 125.3181], [-178.5101, -88.7628, 124.1559], [-179.2992, -90.2335, 123.9125], [-187.2702, -89.3863, 127.8432], [-186.2703, -88.4919, 127.3478], [-185.6714, -87.7402, 128.4874], [-184.8035, -86.7896, 128.0547], [-185.3953, -85.9217, 127.1728], [-184.4313, -85.3099, 126.3575], [-187.8004, -89.6516, 127.0434], [-187.8487, -88.9871, 128.6007], [-186.8952, -90.1868, 128.3878], [-185.3657, -88.5248, 129.1383], [-186.5065, -87.3927, 129.2040], [-184.0905, -87.2685, 127.4402], [-184.3627, -86.2218, 128.9289], [-183.4143, -84.7961, 126.7916], [-184.9935, -84.6343, 125.5970], [-183.7667, -86.2349, 125.7931]],
  "forces_ev_per_a": [[-2.091, 5.653, 1.873], [2.058, 3.193, -1.813], [-0.392, -0.113, -0.569], [4.953, 0.189, -3.901], [1.256, 1.798, -0.466], [4.004, 0.302, -5.793], [-3.599, -3.348, 6.656], [-0.436, -2.918, -0.635], [-0.746, 0.696, 0.722], [-0.318, -1.095, 2.957], [0.131, 0.736, 0.306], [-1.896, -0.603, 5.749], [-3.990, 3.043, 1.032], [-3.252, -4.290, 1.309], [3.239, 1.511, -5.649], [-0.766, 0.205, 0.690], [-0.109, 0.726, -0.491], [0.626, -2.617, -4.673], [0.075, -0.069, 1.154], [8.438, -2.359, 8.972], [-8.230, 1.731, -7.027], [-1.895, 1.798, -0.717], [10.344, 6.501, -1.449], [-0.819, -0.131, 2.283], [0.966, 0.857, 0.164], [-0.913, 2.002, 1.406], [1.105, -0.624, -0.581], [-1.341, 0.149, 0.005], [0.934, 0.821, -0.452], [0.155, -0.776, -0.553], [0.016, -0.683, 0.122], [-0.890, -2.135, 0.839], [-8.699, -4.383, 0.486], [5.998, 2.618, -0.560], [0.523, -2.088, -2.587], [-2.031, 3.991, -5.340], [5.217, -1.886, 3.285], [-0.112, -0.012, -0.360], [-5.406, -3.545, -0.384], [0.934, -0.453, 0.448], [-0.055, -2.200, -2.818], [-3.430, -0.919, -0.702], [-1.183, 0.128, 2.280], [0.403, 0.854, 0.434], [-0.794, -0.904, 1.304], [-1.071, -1.701, -1.135], [-0.128, -0.598, 1.742], [6.442, 2.744, -1.007], [-1.054, 2.391, 0.548], [3.062, 2.113, 0.717], [-0.057, 0.678, 1.769], [-6.770, -4.649, 1.933], [3.138, 3.674, -0.341], [-0.485, 0.983, 0.419], [1.783, -2.322, -1.370], [-2.319, -1.370, -3.014], [-1.792, 1.799, 1.211], [1.460, -2.194, 0.437], [1.728, -0.618, 0.540], [0.472, 0.401, -1.518], [1.853, -0.826, -0.167], [0.089, -0.668, -0.713], [-3.248, -0.936, 0.122], [0.832, -2.198, 2.186], [-1.917, 1.945, 0.687]]
}

{
  "formula": "C20H16BrN3O2S",
  "method": "wB97M-V/def2-TZVPD",
  "e_tot_ev": -110442.41649,
  "multiplicity": 1,
  "e_lumo_ha": 0.0027,
  "smiles": "CCn1c(SCC(=O)c2ccccc2)nnc1-c1cc2cc(Br)ccc2o1",
  "orbital_gap_ev": 8.334,
  "species": ["C", "H", "H", "H", "C", "N", "C", "N", "N", "C", "C", "C", "C", "C", "C", "C", "C", "C", "O", "H", "H", "Br", "H", "H", "S", "C", "C", "O", "C", "C", "C", "C", "C", "C", "H", "H", "H", "H", "H", "H", "H", "H", "H"],
  "xyz": [[0.5526, 0.2679, 3.5853], [0.0649, -0.6946, 3.4481], [1.4542, 0.1272, 4.1742], [-0.1213, 0.9225, 4.1322], [0.9079, 0.8923, 2.2392], [-0.2580, 1.0512, 1.4108], [-1.1105, 2.1142, 1.4281], [-2.0658, 1.9581, 0.5438], [-1.8622, 0.7946, -0.0689], [-0.7918, 0.2332, 0.4395], [-0.2869, -1.0467, 0.0201], [0.5441, -1.9515, 0.6244], [0.6392, -3.0550, -0.2684], [1.3112, -4.2763, -0.2482], [1.1427, -5.1010, -1.3375], [0.3417, -4.7608, -2.4308], [-0.3285, -3.5558, -2.4621], [-0.1711, -2.7117, -1.3726], [-0.7229, -1.4985, -1.1852], [-0.9518, -3.2773, -3.2954], [0.2508, -5.4522, -3.2537], [2.0384, -6.7836, -1.3655], [1.9342, -4.5613, 0.5847], [1.0119, -1.8797, 1.5837], [-0.9052, 3.4668, 2.4938], [-2.3414, 4.4768, 1.9952], [-1.8811, 5.8094, 1.4316], [-2.1915, 6.8413, 1.9806], [-1.0144, 5.7764, 0.2336], [-1.0530, 4.7519, -0.7112], [-0.2092, 4.7932, -1.8062], [0.6765, 5.8460, -1.9717], [0.7100, 6.8751, -1.0437], [-0.1348, 6.8447, 0.0478], [-0.1255, 7.6372, 0.7812], [1.3930, 7.7012, -1.1745], [1.3350, 5.8681, -2.8275], [-0.2475, 3.9982, -2.5361], [-1.7486, 3.9323, -0.6134], [-2.9410, 4.6517, 2.8889], [-2.8923, 3.8787, 1.2705], [1.3383, 1.8863, 2.3962], [1.6294, 0.2779, 1.6959]],
  "forces_ev_per_a": [[0.091, 0.076, -0.194], [-0.033, -0.081, 0.016], [0.080, -0.035, 0.107], [-0.068, 0.016, 0.077], [0.335, -0.177, 0.461], [-0.650, 0.227, -0.535], [-0.077, -0.146, -0.133], [-0.017, 0.850, 0.636], [0.207, -1.256, -0.610], [-0.346, 0.528, -0.055], [0.726, -0.728, 0.566], [-0.435, 0.607, -0.222], [-0.360, -0.048, -0.750], [-0.081, 0.031, -0.107], [0.143, -0.232, 0.029], [0.061, -0.052, 0.055], [-0.144, 0.368, 0.113], [0.756, -0.908, 0.489], [-0.296, 0.415, -0.183], [-0.078, 0.014, -0.124], [-0.010, -0.035, -0.054], [-0.082, 0.152, 0.005], [0.062, -0.061, 0.048], [0.040, 0.126, 0.244], [0.016, 0.239, 0.302], [0.079, -0.122, 0.307], [-0.201, -0.167, 0.161], [0.037, -0.059, 0.020], [0.361, 0.338, -0.479], [-0.106, 0.144, 0.184], [0.045, -0.025, -0.116], [-0.008, -0.035, -0.017], [0.043, 0.045, -0.024], [-0.130, -0.122, 0.118], [-0.003, 0.068, 0.044], [0.059, 0.064, -0.006], [0.053, -0.002, -0.068], [-0.012, -0.059, -0.067], [-0.021, -0.068, 0.049], [0.012, 0.017, -0.168], [-0.080, 0.059, -0.013], [0.063, -0.142, -0.131], [-0.030, 0.178, 0.027]]
}